Entry 1:
C4H7NO | ωB97M-V/def2-TZVPD

Structure (XYZ):
```
13
C4H7NO (ωB97M-V/def2-TZVPD)
N 2.688 -0.226 0.018
C 1.497 -0.424 -0.525
O 0.701 0.663 -0.259
C -0.434 0.016 0.275
C -1.545 -0.379 -0.630
C -1.686 0.789 0.326
H 3.251 -1.058 0.029
H 3.057 0.637 0.423
H -0.173 -0.651 1.092
H -1.406 -0.161 -1.684
H -2.071 -1.307 -0.421
H -2.285 0.677 1.224
H -1.608 1.785 -0.093
```

Output
Frontier orbital gap (eV): 9.635
Multiplicity: 1
Relative energy (zero: lowest compared OMol25 entry of this formula, charge and spin) (kcal/mol): 84.4
HOMO level (eV): -8.510
E_LUMO (eV): 1.1


Entry 2:
C4H7NO | ωB97M-V/def2-TZVPD

Structure (XYZ):
```
13
C4H7NO (ωB97M-V/def2-TZVPD)
C -1.604 0.770 -0.147
N -0.544 0.116 0.071
C -0.559 -1.332 0.108
C 1.987 0.239 0.121
C 0.961 1.083 -0.077
O 0.646 2.205 -0.388
H -1.584 -1.699 -0.008
H -1.543 1.853 -0.132
H -2.540 0.272 -0.387
H 0.089 -1.718 -0.681
H -0.174 -1.654 1.078
H 1.891 -0.733 0.580
H 2.974 0.598 -0.139
```

Output
Frontier orbital gap (eV): 8.086
Multiplicity: 1
Relative energy (zero: lowest compared OMol25 entry of this formula, charge and spin) (kcal/mol): 64.7
HOMO level (eV): -7.780
E_LUMO (eV): 0.3


Entry 3:
C4H7NO | ωB97M-V/def2-TZVPD

Structure (XYZ):
```
13
C4H7NO (ωB97M-V/def2-TZVPD)
C -0.325 0.132 1.742
C -0.923 -0.825 0.892
C 0.008 -0.985 -0.100
N 1.134 -0.248 0.147
C 0.908 0.505 1.278
H -0.825 0.524 2.628
H -1.864 -1.368 0.806
H -0.095 -1.562 -1.019
H 1.897 -0.036 -0.501
H 1.668 1.198 1.638
O -0.613 1.118 -2.822
H -0.747 1.334 -1.871
H -0.224 0.214 -2.818
```

Output
Frontier orbital gap (eV): 9.371
Multiplicity: 1
Relative energy (zero: lowest compared OMol25 entry of this formula, charge and spin) (kcal/mol): 25.3
SMILES string: c1cc[nH]c1.O
HOMO level (eV): -8.608
E_LUMO (eV): 0.8


Entry 4:
C4H7NO | ωB97M-V/def2-TZVPD

Structure (XYZ):
```
13
C4H7NO (ωB97M-V/def2-TZVPD)
N -1.251 -0.164 0.756
C -0.548 -1.024 -0.192
C 0.501 -0.130 -0.841
C 1.327 0.615 0.241
C 0.170 1.256 -0.449
O -0.388 2.280 -0.719
H -0.796 -0.074 1.653
H -2.243 -0.309 0.842
H -0.102 -1.912 0.284
H -1.260 -1.365 -0.949
H 0.945 -0.399 -1.798
H 1.383 0.138 1.219
H 2.261 1.086 -0.048
```

Output
Frontier orbital gap (eV): 9.673
Multiplicity: 1
Relative energy (zero: lowest compared OMol25 entry of this formula, charge and spin) (kcal/mol): 64.8
SMILES string: NC[C@@H]1CC1=O
HOMO level (eV): -8.748
E_LUMO (eV): 0.9


Entry 5:
C4H7NO | ωB97M-V/def2-TZVPD

Structure (XYZ):
```
13
C4H7NO (ωB97M-V/def2-TZVPD)
C -0.753 1.054 1.237
C -0.051 0.446 -0.005
C 1.340 -0.288 -0.494
N 0.465 -1.284 -1.096
C -0.656 -0.889 -0.409
O -1.667 -1.476 -0.107
H -1.720 1.445 0.866
H -1.029 0.301 1.985
H -0.259 1.897 1.726
H -0.179 1.163 -0.819
H 1.950 -0.723 0.306
H 2.027 0.160 -1.235
H 0.533 -1.808 -1.956
```

Output
Frontier orbital gap (eV): 10.494
Multiplicity: 1
Relative energy (zero: lowest compared OMol25 entry of this formula, charge and spin) (kcal/mol): 38.0
SMILES string: C[C@H]1CNC1=O
HOMO level (eV): -9.604
E_LUMO (eV): 0.9


Entry 6:
C4H7NO | ωB97M-V/def2-TZVPD

Structure (XYZ):
```
13
C4H7NO (ωB97M-V/def2-TZVPD)
C 1.329 -1.028 -0.330
C -0.003 0.159 0.164
C -0.924 -0.880 0.675
O -0.591 -2.031 0.508
C -0.416 1.686 0.329
N -0.194 1.069 -0.941
H 1.161 -2.049 -0.782
H 1.672 -0.387 -1.115
H 2.003 -1.204 0.507
H -1.817 -0.692 1.289
H -1.469 1.970 0.541
H 0.269 2.468 0.657
H -1.021 0.919 -1.500
```

Output
Frontier orbital gap (eV): 10.284
Multiplicity: 1
Relative energy (zero: lowest compared OMol25 entry of this formula, charge and spin) (kcal/mol): 113.1
SMILES string: C[C@@]1(C=O)CN1
HOMO level (eV): -9.577
E_LUMO (eV): 0.7


Entry 7:
C4H7NO | ωB97M-V/def2-TZVPD

Structure (XYZ):
```
13
C4H7NO (ωB97M-V/def2-TZVPD)
C -1.467 0.358 -0.192
C -0.027 -1.291 0.290
O 0.782 -0.644 1.075
C 1.157 0.609 0.617
C 1.806 0.628 -0.668
N 2.253 0.637 -1.739
H -1.904 1.311 0.132
H -1.443 0.349 -1.284
H -2.169 -0.403 0.158
H 0.182 -1.333 -0.777
H -0.534 -2.125 0.767
H 1.664 1.157 1.406
H -0.300 0.748 0.216
```

Output
Frontier orbital gap (spin up / spin down) (eV): 8.712 / 8.712
Multiplicity: 1
Relative energy (zero: lowest compared OMol25 entry of this formula, charge and spin) (kcal/mol): 127.6
HOMO level (spin up / spin down) (eV): -8.715 / -8.714
E_LUMO (spin up / spin down) (eV): 0.0 / 0.0


Entry 8:
C4H7NO | ωB97M-V/def2-TZVPD

Structure (XYZ):
```
13
C4H7NO (ωB97M-V/def2-TZVPD)
C 1.517 0.857 0.177
C 0.070 1.023 -0.494
N 0.103 -0.351 -0.900
C -0.428 -1.259 -0.187
C -1.737 -1.170 0.495
O -2.242 -2.113 1.059
H 2.178 1.575 -0.294
H 2.000 -0.125 -0.005
H 1.443 0.951 1.257
H -0.810 1.345 0.118
H 0.160 1.745 -1.314
H 0.053 -2.237 -0.202
H -2.307 -0.241 0.291
```

Output
Frontier orbital gap (eV): 9.169
Multiplicity: 1
Relative energy (zero: lowest compared OMol25 entry of this formula, charge and spin) (kcal/mol): 70.5
SMILES string: CC/N=C\C=O
HOMO level (eV): -9.268
E_LUMO (eV): -0.1


Entry 9:
C4H7NO | ωB97M-V/def2-TZVPD

Structure (XYZ):
```
13
C4H7NO (ωB97M-V/def2-TZVPD)
H 0.866 0.932 -2.677
N 0.060 0.444 -2.281
C -0.006 0.691 -1.042
O 0.875 1.520 -0.415
C -1.075 0.100 -0.154
C -0.480 -0.638 1.028
C 0.681 -1.287 0.964
H 0.825 1.363 0.538
H -1.730 0.908 0.197
H -1.686 -0.569 -0.767
H -1.045 -0.624 1.960
H 1.094 -1.814 1.819
H 1.250 -1.329 0.035
```

Output
Frontier orbital gap (eV): 11.124
Multiplicity: 1
Relative energy (zero: lowest compared OMol25 entry of this formula, charge and spin) (kcal/mol): 30.5
SMILES string: [H]/N=C(\O)CC=C
HOMO level (eV): -10.258
E_LUMO (eV): 0.9


Entry 10:
C4H7NO | ωB97M-V/def2-TZVPD

Structure (XYZ):
```
13
C4H7NO (ωB97M-V/def2-TZVPD)
H 2.108 0.499 -0.994
N 1.961 -0.275 -0.341
C 1.054 0.090 0.458
C 0.070 -0.867 1.047
C -0.818 -0.532 -0.417
C -0.754 1.008 -0.342
O 0.443 1.328 0.387
H 0.532 -1.857 1.201
H -0.318 -0.516 2.021
H -1.810 -0.770 -0.863
H -0.113 -1.022 -1.084
H -1.632 1.348 0.219
H -0.724 1.564 -1.290
```

Output
Frontier orbital gap (eV): 11.180
Multiplicity: 1
Relative energy (zero: lowest compared OMol25 entry of this formula, charge and spin) (kcal/mol): 66.3
SMILES string: [H]/N=C1/CCCO1
HOMO level (eV): -10.165
E_LUMO (eV): 1.0


Number 1: total energy -286.4971 a.u.. Number 2: total energy -286.5285 a.u.. Number 3: total energy -286.5913 a.u.. Number 4: total energy -286.5283 a.u.. Number 5: total energy -286.5711 a.u.. Number 6: total energy -286.4514 a.u.. Number 7: total energy -286.4283 a.u.. Number 8: total energy -286.5192 a.u.. Number 9: total energy -286.5830 a.u.. Number 10: total energy -286.5260 a.u..